a | C4H13N3O | ωB97M-V with the def2-TZVPD basis set

Its SMILES is CN(C)[C@@H](N)O.C=N. The charge is 0. For the HOMO energy, the calculation gives -8.647 eV.

Each atom is followed by the atoms it is bonded to, with distances in Å.
Atoms and positions in Å:
1 C 0.7190 -0.7221 -1.9267  N2 1.446, H7 1.102, H8 1.088, H9 1.090
2 N 0.9917 -0.2539 -0.5864  C1 1.446, C3 1.451, C4 1.459
3 C 2.1517 -0.9011 -0.0025  N2 1.451, H10 1.089, H11 1.101, H12 1.089
4 C -0.1733 -0.2395 0.2923  N2 1.459, N5 1.439, O6 1.397, H13 1.105
5 N -0.5929 -1.4862 0.8761  C4 1.439, H14 1.012, H15 1.013
6 O 0.0871 0.6287 1.3551  C4 1.397, H16 0.963
7 H 0.5006 -1.8010 -1.9743  C1 1.102
8 H -0.1299 -0.1730 -2.3300  C1 1.088
9 H 1.5937 -0.5243 -2.5456  C1 1.090
10 H 3.0364 -0.6080 -0.5667  C3 1.089
11 H 2.0827 -2.0000 -0.0127  C3 1.101
12 H 2.2614 -0.5607 1.0259  C3 1.089
13 H -1.0089 0.1455 -0.3201  C4 1.105
14 H 0.0646 -1.7784 1.5884  N5 1.012
15 H -0.6676 -2.2033 0.1652  N5 1.013
16 H 0.5100 1.4103 0.9834  O6 0.963
17 C -2.0573 2.4788 0.9767  N18 1.252, H19 1.096, H20 1.084
18 N -2.5367 1.8934 -0.0203  C17 1.252, H21 1.020
19 H -2.2812 2.2637 2.0276  C17 1.096
20 H -1.3507 3.2806 0.7966  C17 1.084
21 H -3.2004 1.1504 0.1982  N18 1.020

***

b | C4H13N3O | ωB97M-V with the def2-TZVPD basis set

Its SMILES is NCC(N)=O.CCN. The charge is 0. For the HOMO energy, the calculation gives -8.847 eV.

Each atom is followed by the atoms it is bonded to, with distances in Å.
Atoms and positions in Å:
1 N 0.7361 -0.4766 2.3850  C2 1.460, H6 1.016, H7 1.012
2 C -0.0509 0.7170 2.0887  N1 1.460, C3 1.530, H8 1.094, H9 1.099
3 C 0.2443 1.2090 0.6702  C2 1.530, N4 1.371, O5 1.247
4 N 1.5834 1.1668 0.3803  C3 1.371, H10 1.008, H11 1.009
5 O -0.5184 2.0161 0.1021  C3 1.247
6 H 0.3918 -1.2721 1.8552  N1 1.016
7 H 0.6724 -0.7131 3.3665  N1 1.012
8 H 0.2532 1.5103 2.7788  C2 1.094
9 H -1.1392 0.5940 2.1774  C2 1.099
10 H 1.8796 1.4635 -0.5362  N4 1.008
11 H 2.1293 0.4561 0.8443  N4 1.009
12 C -0.0183 -1.6031 -1.9715  C13 1.518, H15 1.083, H16 1.091, H17 1.088
13 C -0.9990 -0.7058 -1.2376  C12 1.518, N14 1.415, H18 1.096, H19 1.218
14 N -1.3163 0.4902 -1.9235  C13 1.415, H20 1.018, H21 1.087
15 H 0.1523 -2.5210 -1.4227  C12 1.083
16 H 0.9360 -1.0900 -2.0955  C12 1.091
17 H -0.4086 -1.8442 -2.9585  C12 1.088
18 H -1.9179 -1.2421 -0.9740  C13 1.096
19 H -0.4620 -0.3447 -0.2052  C13 1.218
20 H -0.4663 1.0018 -2.1502  N14 1.018
21 H -1.6813 1.1879 -1.1737  N14 1.087

***

Most stable of them? b.